ORCA calculation (ωB97M-V/def2-TZVPD) on a 3-piece molecular cluster, C20H47BClN4O2P2S overall at a distorted geometry.

The geometry in XYZ format:
```
78
Properties=species:S:1:pos:R:3:lowdin_spin:R:1
C 5.703 3.301 4.440 0.000
N 4.280 3.499 4.716 0.000
C 3.457 2.457 4.047 0.000
B 1.875 2.879 3.858 0.000
Cl 1.624 3.488 2.113 0.000
P 0.775 1.326 4.272 0.000
N 0.454 0.321 3.070 0.000
P 1.378 4.385 5.023 0.000
S -0.525 4.932 4.806 0.000
H 5.936 2.239 4.409 0.000
H 5.905 3.685 3.451 0.000
H 6.315 3.785 5.183 0.000
H 4.155 3.391 5.712 0.000
H 3.881 2.301 3.070 0.000
H 3.555 1.537 4.618 0.000
H -0.400 1.753 4.926 0.000
H 1.491 0.637 5.284 0.000
H 0.860 0.715 2.227 0.000
H 2.218 5.465 4.722 0.000
H 1.610 4.063 6.378 0.000
C -2.030 -4.472 -1.162 0.003
C -0.817 -5.217 -0.562 0.027
C -1.194 -5.829 0.786 0.016
C -1.354 -4.788 1.895 0.001
C -0.114 -3.898 2.001 0.016
C 0.296 -3.271 0.672 0.026
N 0.356 -4.310 -0.403 0.375
O 1.450 -4.983 -0.343 0.526
C -0.673 -2.138 0.303 0.003
C 1.650 -2.601 0.829 -0.001
C -0.466 -6.319 -1.551 -0.001
H -2.667 -5.171 -1.703 0.000
H -2.661 -3.999 -0.413 0.000
H -1.708 -3.709 -1.872 0.002
H -0.421 -6.545 1.084 0.002
H -2.119 -6.399 0.669 0.002
H -2.244 -4.177 1.724 0.000
H -1.517 -5.296 2.848 0.001
H -0.282 -3.098 2.724 0.001
H 0.718 -4.498 2.385 0.002
H -0.467 -1.766 -0.703 0.001
H -0.547 -1.307 0.999 0.000
H -1.723 -2.418 0.357 0.000
H 2.411 -3.279 1.211 -0.001
H 1.551 -1.779 1.539 0.000
H 2.000 -2.194 -0.122 0.000
H -0.186 -5.898 -2.518 0.000
H -1.335 -6.961 -1.694 0.000
H 0.353 -6.943 -1.200 -0.001
C -2.541 3.840 -4.194 0.003
C -1.422 2.810 -4.466 0.026
C -2.028 1.427 -4.699 0.015
C -2.577 0.790 -3.422 0.001
C -1.519 0.771 -2.318 0.016
C -0.883 2.134 -2.055 0.026
N -0.443 2.758 -3.340 0.372
O 0.679 2.271 -3.735 0.531
C -1.872 3.047 -1.307 0.002
C 0.304 1.973 -1.118 -0.001
C -0.709 3.281 -5.725 -0.001
H -2.937 4.216 -5.137 0.000
H -3.387 3.426 -3.650 0.000
H -2.158 4.695 -3.638 0.002
H -1.264 0.767 -5.122 0.002
H -2.819 1.510 -5.448 0.002
H -3.471 1.319 -3.081 0.000
H -2.896 -0.232 -3.636 0.001
H -1.957 0.402 -1.389 0.001
H -0.736 0.058 -2.597 0.002
H -1.477 4.060 -1.231 0.001
H -2.015 2.675 -0.294 0.000
H -2.860 3.095 -1.761 0.000
H 1.032 1.252 -1.486 -0.001
H -0.044 1.623 -0.147 0.000
H 0.813 2.924 -0.964 0.000
H -0.262 4.265 -5.573 0.000
H -1.430 3.353 -6.538 0.000
H 0.075 2.594 -6.036 -0.001
```

Results
Energy, eV: -74169.1948
HOMO (spin up / spin down), eV: -4.71 / -4.71
Lowest unoccupied orbital energy (spin up / spin down), eV: 2.345 / 2.321
Net charge: -1
Frontier orbital gap (spin up / spin down), eV: 7.053 / 7.028
Multiplicity: 3
Energy relative to the best compared isomer or geometry (same formula, charge and spin), kJ/mol: 58.1



ORCA calculation (ωB97M-V/def2-TZVPD) on a 6-piece molecular cluster, C20H47BO10 overall at a distorted geometry.

The geometry in XYZ format:
```
78
Properties=species:S:1:pos:R:3:mulliken_charge:R:1
C -1.626 3.786 0.784 -0.906
C -0.952 2.518 1.515 0.248
O -1.924 2.054 2.524 -0.270
C -2.449 0.773 2.162 0.151
O -3.144 0.641 1.115 -0.568
C -2.081 -0.465 3.107 -0.437
C -1.133 -1.446 2.250 -0.294
C 0.346 -1.448 2.946 -0.646
B 1.316 -2.506 2.137 0.304
C 1.322 -2.305 0.501 0.020
C 2.484 -3.109 -0.229 0.149
O 3.631 -3.050 0.272 -0.544
O 2.316 -3.861 -1.456 -0.259
C 1.335 -3.155 -2.256 0.676
C -0.139 -3.821 -2.250 -0.802
O 1.569 -2.102 -2.871 -0.523
H -2.686 3.948 1.185 0.245
H -1.048 4.761 0.981 0.301
H -1.696 3.574 -0.351 0.133
H -0.712 1.723 0.734 0.194
H -0.026 2.843 2.103 0.050
H -1.459 -0.121 4.011 0.330
H -2.991 -1.040 3.473 0.352
H -1.025 -1.044 1.176 0.134
H -1.514 -2.515 2.157 0.410
H 0.782 -0.406 2.691 0.197
H 0.306 -1.648 4.064 0.339
H 1.963 -3.321 2.701 -0.113
H 0.262 -2.592 0.158 -0.042
H 1.534 -1.179 0.347 0.229
H -0.445 -4.099 -1.174 0.237
H -0.871 -3.007 -2.603 0.292
H -0.190 -4.773 -2.874 0.316
C 2.686 3.442 -0.353 -0.866
C 2.499 4.365 0.836 -0.105
O 2.782 3.669 2.045 -0.515
H 2.028 2.573 -0.269 0.109
H 2.467 3.962 -1.288 0.315
H 3.711 3.064 -0.392 0.383
H 1.469 4.723 0.884 0.087
H 3.163 5.233 0.766 0.325
H 3.697 3.363 1.998 0.301
C 4.852 -6.784 0.074 -0.892
C 3.835 -7.028 1.171 -0.220
O 4.006 -6.081 2.216 -0.539
H 5.868 -6.857 0.470 0.279
H 4.736 -7.509 -0.735 0.322
H 4.742 -5.777 -0.337 0.229
H 3.962 -8.027 1.595 0.312
H 2.814 -6.945 0.783 0.220
H 3.883 -5.200 1.832 0.282
C 1.943 -1.194 -6.384 -0.622
C 2.392 0.249 -6.268 -0.234
O 1.313 1.067 -5.831 -0.494
H 1.111 -1.281 -7.088 0.276
H 2.762 -1.832 -6.724 0.322
H 1.585 -1.565 -5.419 -0.016
H 2.729 0.624 -7.237 0.299
H 3.218 0.345 -5.556 0.235
H 1.028 0.735 -4.970 0.261
C -5.054 3.295 4.728 -0.766
C -4.499 4.640 4.300 -0.198
O -3.086 4.661 4.455 -0.553
H -4.798 3.090 5.770 0.269
H -6.141 3.268 4.619 0.328
H -4.620 2.490 4.128 0.102
H -4.918 5.439 4.915 0.309
H -4.742 4.847 3.253 0.223
H -2.723 3.958 3.901 0.271
C -4.066 1.486 -2.482 -0.750
C -3.524 2.826 -2.930 -0.255
O -2.112 2.846 -2.785 -0.462
H -3.800 1.295 -1.438 0.074
H -5.154 1.449 -2.579 0.321
H -3.633 0.674 -3.074 0.312
H -3.942 3.629 -2.319 0.273
H -3.774 3.025 -3.977 0.301
H -1.749 2.139 -3.334 0.245
```

Results
Energy, eV: -42649.1711
HOMO, eV: -10.05
Lowest unoccupied orbital energy, eV: -0.341
Net charge: 0
SMILES: CCOC(=O)CCCBCC(=O)OC(C)=O.CCO.CCO.CCO.CCO.CCO
Frontier orbital gap, eV: 9.713
Multiplicity: 1



ORCA calculation (ωB97M-V/def2-TZVPD) on a 3-piece molecular cluster, C20H47BO12P2 overall at a distorted geometry.

The geometry in XYZ format:
```
82
Properties=species:S:1:pos:R:3:mulliken_charge:R:1
C -4.005 1.565 0.816 -1.207
C -3.106 1.518 -0.457 -0.091
O -1.792 1.071 -0.170 -0.231
C -1.358 -0.032 -0.965 -0.497
B 0.179 0.072 -1.406 0.460
O 0.981 -1.095 -1.284 -0.665
C 0.870 1.368 -2.006 -0.234
C -0.114 2.408 -2.612 -0.151
C 0.507 3.788 -2.899 -0.678
O 1.160 4.408 -1.774 -0.360
C 0.479 4.257 -0.602 0.672
C 1.353 3.854 0.604 -0.970
O -0.680 4.450 -0.458 -0.540
H -3.390 1.867 1.675 0.265
H -4.405 0.548 0.967 0.300
H -4.838 2.269 0.663 0.372
H -3.649 0.910 -1.201 0.238
H -3.038 2.545 -0.868 0.254
H -1.453 -0.946 -0.336 0.225
H -1.948 -0.207 -1.888 0.291
H 1.218 -1.183 -0.348 0.299
H 1.531 1.040 -2.835 0.318
H 1.510 1.834 -1.235 -0.003
H -0.440 2.006 -3.593 0.441
H -1.038 2.545 -2.033 -0.204
H 1.295 3.635 -3.660 0.364
H -0.211 4.482 -3.371 0.325
H 1.613 4.811 1.093 0.403
H 2.305 3.451 0.227 0.361
H 0.828 3.184 1.290 0.221
C 5.386 0.021 4.734 -0.992
C 4.032 0.175 4.063 -0.277
O 3.043 0.654 4.972 -0.341
P 3.031 2.246 5.365 1.080
O 2.487 2.873 4.115 -0.653
O 1.649 2.247 6.267 -0.373
C 0.616 3.199 6.012 -0.347
C -0.484 2.590 5.164 -1.204
O 3.906 1.955 6.753 -0.301
C 4.343 3.088 7.535 -0.378
C 3.237 3.648 8.412 -0.936
H 5.799 0.995 5.005 0.242
H 6.092 -0.475 4.066 0.408
H 5.297 -0.560 5.652 0.242
H 4.099 0.841 3.197 0.253
H 3.687 -0.797 3.709 0.325
H 1.022 4.099 5.550 0.388
H 0.204 3.497 6.980 0.392
H -0.086 2.117 4.266 0.248
H -1.209 3.351 4.871 0.372
H -1.005 1.813 5.726 0.329
H 4.749 3.861 6.878 0.322
H 5.158 2.731 8.165 0.327
H 2.542 4.252 7.826 0.191
H 3.653 4.293 9.189 0.410
H 2.665 2.848 8.880 0.275
C -4.166 -4.039 -7.593 -0.953
C -4.122 -5.299 -6.746 -0.333
O -2.887 -5.421 -6.042 -0.354
P -2.646 -4.512 -4.702 1.159
O -3.531 -5.191 -3.698 -0.761
O -1.196 -5.139 -4.227 -0.356
C -1.001 -5.582 -2.884 -0.313
C -1.167 -7.085 -2.779 -1.263
O -1.824 -3.358 -5.581 -0.296
C -1.432 -2.142 -4.909 -0.506
C -0.180 -2.321 -4.068 -0.701
H -4.190 -3.147 -6.962 0.235
H -5.053 -4.032 -8.228 0.404
H -3.277 -3.965 -8.221 0.236
H -4.959 -5.326 -6.043 0.288
H -4.203 -6.175 -7.391 0.326
H -1.672 -5.060 -2.200 0.384
H 0.018 -5.308 -2.598 0.424
H -2.104 -7.420 -3.224 0.298
H -1.136 -7.404 -1.736 0.372
H -0.363 -7.590 -3.320 0.305
H -2.260 -1.768 -4.301 0.331
H -1.240 -1.406 -5.691 0.365
H -0.413 -2.830 -3.132 0.113
H 0.261 -1.357 -3.808 0.217
H 0.565 -2.919 -4.593 0.400
```

Results
Energy, eV: -65327.2281
HOMO, eV: -9.40
Lowest unoccupied orbital energy, eV: -0.590
Net charge: 0
SMILES: CCOCB(O)CCCOC(C)=O.CCOP(=O)(OCC)OCC.CCOP(=O)(OCC)OCC
Frontier orbital gap, eV: 8.812
Multiplicity: 1
Energy relative to the best compared isomer or geometry (same formula, charge and spin), kJ/mol: 203.9